No. 1
Here is C36H30MnN2O2P2S2 as an isolated structure from the Open Molecules 2025 dataset. Energies are from ωB97M-V/def2-TZVPD.

As for the gap between HOMO and LUMO (spin up / spin down): 5.2 / 5.7 eV. As for the total energy: -116458.518 eV. The total charge is 0. As for the spin multiplicity: 2. As for the expectation value of S²: 0.964.

Last column: Mulliken spin population.
Cartesian coordinates (Å):
Mn 0.136185 -0.211871 -1.312516  0.873
C -2.903232 0.539385 -1.946836  0.002
P -2.046887 -0.554542 -0.716150  -0.021
C -2.788806 -0.265628 0.928364  -0.005
C -1.981682 -0.551156 2.029334  0.001
C -2.483246 -0.418619 3.313438  0.001
C -3.788241 0.015442 3.502521  -0.001
C -4.592479 0.303441 2.409955  0.000
C -4.098406 0.155345 1.121460  0.000
C -2.752399 -2.214437 -1.016359  -0.011
C -2.084087 -3.314850 -0.480535  0.004
C -2.612201 -4.588776 -0.618963  -0.001
C -3.809736 -4.773045 -1.295666  0.001
C -4.476066 -3.681441 -1.830338  0.000
C -3.954909 -2.403188 -1.692145  0.000
C -1.977999 1.700914 -2.157727  0.017
C -2.153143 3.031105 -2.473948  0.014
C -0.869441 3.640619 -2.409665  0.011
C 0.023095 2.651879 -2.060911  0.030
C 1.446161 2.627360 -1.576054  -0.006
P 1.217927 1.493192 -0.122788  -0.043
C 0.352356 2.687639 0.959778  0.005
C 1.061872 3.703988 1.598374  -0.003
C 0.389829 4.666779 2.333318  0.000
C -0.994450 4.628781 2.435920  0.000
C -1.706770 3.627323 1.795568  0.000
C -1.030733 2.665696 1.060397  0.008
C 2.794391 1.254409 0.747174  -0.003
C 4.027244 1.284980 0.105379  0.000
C 5.183398 0.970868 0.805934  -0.001
C 5.116021 0.626417 2.146715  -0.001
C 3.886259 0.586682 2.791557  0.000
C 2.730632 0.890839 2.094160  0.003
N -0.653753 1.468450 -1.929305  0.000
H -3.891613 0.855239 -1.618065  -0.003
H -3.012090 -0.052324 -2.860827  0.000
H -0.955300 -0.861018 1.856360  0.000
H -1.857487 -0.646734 4.166617  0.000
H -4.179790 0.131515 4.505115  0.000
H -5.610480 0.641287 2.557270  0.000
H -4.741028 0.369315 0.276628  0.000
H -1.141397 -3.164093 0.030410  0.002
H -2.086514 -5.438958 -0.203289  0.000
H -4.227831 -5.765372 -1.406734  0.000
H -5.410266 -3.826387 -2.358964  0.000
H -4.492721 -1.561938 -2.111304  0.000
H -3.084619 3.524768 -2.706369  0.000
H -0.641242 4.682212 -2.575377  0.000
H 1.802842 3.606423 -1.260138  -0.003
H 2.136604 2.200210 -2.305989  0.000
H 2.142962 3.736224 1.523093  -0.001
H 0.946306 5.452420 2.829056  0.000
H -1.516281 5.385195 3.008448  0.000
H -2.787163 3.589346 1.859903  0.000
H -1.577957 1.904302 0.538734  -0.006
H 4.092943 1.547059 -0.941841  0.000
H 6.140793 0.983296 0.300263  0.000
H 6.017973 0.388746 2.695871  0.000
H 3.834522 0.307650 3.836278  0.000
H 1.764392 0.847565 2.583382  0.001
S 1.176256 -1.850734 -0.038137  -0.037
C 2.672160 -2.555554 -0.645581  0.012
C 3.090716 -3.705241 0.041996  0.002
C 4.258922 -4.367751 -0.272319  0.003
C 5.056810 -3.913524 -1.317382  0.001
C 4.659104 -2.798488 -2.020759  0.000
C 3.490918 -2.103476 -1.688266  -0.002
S 3.259967 -0.699519 -2.736381  0.008
H 2.467319 -4.067103 0.849472  0.000
H 4.546414 -5.248389 0.287656  0.000
H 5.966415 -4.432159 -1.589201  0.000
H 5.241838 -2.438362 -2.862986  0.000
O -0.457560 -1.068750 -2.930339  0.018
N 0.561308 -1.545115 -3.201338  0.078
O 1.737154 -0.285765 -2.634405  0.052

Force components x, y, z for each atom (eV/Å):
1.5301 1.1242 1.3558
0.2217 0.0513 0.0813
-0.6380 -0.2195 0.2232
0.2721 0.1262 -0.0565
-0.0122 0.0759 -0.1618
-0.0071 -0.0190 0.0283
0.0048 0.0006 0.0611
-0.0421 0.0106 -0.0558
0.0072 0.0132 0.0494
0.0808 0.0479 -0.0908
-0.0329 0.0645 -0.0480
-0.0167 -0.0221 -0.0164
0.0072 -0.0198 0.0236
-0.1194 0.0006 -0.0747
0.0426 -0.0683 0.0331
-0.0676 0.1280 -0.0042
-0.1024 -0.0163 0.0126
0.1008 0.0401 0.0330
-0.0223 0.0293 -0.1119
-0.0648 -0.1963 -0.0319
0.0160 0.5778 0.2426
0.0443 -0.0837 0.0748
0.0255 -0.0403 0.0303
0.0642 0.0529 0.0295
-0.0756 -0.0102 -0.0059
-0.0044 0.0121 0.0300
0.1103 0.0582 0.0062
-0.0840 -0.1845 -0.0174
-0.0596 0.0777 0.0289
0.1038 -0.0319 0.0323
-0.0160 0.0181 0.0025
-0.0061 -0.0125 0.0317
0.0288 -0.0164 -0.1208
0.0169 -0.1179 -0.1910
-0.0440 -0.0274 -0.0563
-0.1018 -0.0318 0.0249
0.0072 -0.0166 0.0999
0.0099 0.0146 -0.0080
0.0053 -0.0032 -0.0053
0.0069 -0.0057 0.0149
0.0000 0.0013 0.0031
0.0357 -0.0627 0.0128
0.0073 0.0144 0.0031
0.0221 -0.0033 0.0015
0.0111 0.0129 0.0078
-0.0014 -0.0111 0.0104
-0.0013 -0.0345 -0.0005
-0.0026 -0.0065 0.0319
0.0065 0.0137 0.0004
0.0331 0.0077 0.0197
-0.0172 0.0246 0.0243
0.0089 -0.0103 -0.0123
0.0106 -0.0047 0.0084
0.0111 0.0131 -0.0003
-0.1657 -0.1007 -0.0778
-0.0164 0.0059 -0.0202
-0.0137 0.0397 -0.0073
0.0129 -0.0191 -0.0340
-0.0297 0.0101 -0.0052
0.0331 -0.0124 0.0695
-0.4236 -0.4141 -0.0905
0.0551 0.3070 0.0632
0.1576 -0.0636 -0.0193
-0.0159 -0.0135 0.0049
0.0691 0.0137 -0.0018
-0.0678 0.1320 -0.0946
-0.0272 -0.0963 0.0833
0.6666 -0.3318 0.0390
-0.0337 0.0244 -0.0085
-0.0198 0.0023 0.0090
-0.0025 0.0019 0.0048
0.0588 -0.0751 0.0130
-0.3800 -1.2444 -1.7486
0.0953 0.5431 0.4281
-1.2655 -0.0445 -0.2106


No. 2
Here is C36H30N7OSSc as an isolated structure from the Open Molecules 2025 dataset. Energies are from ωB97M-V/def2-TZVPD.

For the energy above the lowest of the compared OMol25 structures with the same formula, charge and spin, the calculation gives 20.4 kJ/mol. As for the gap between HOMO and LUMO: 5.9 eV. As for the total energy: -81823.031 eV. The total charge is +2.

Last column: Mulliken charge in e.
Cartesian coordinates (Å):
Sc 2.257222 1.735396 1.692795  -0.061
C -8.494993 -3.804155 -5.237638  -0.814
O -7.206013 -3.385867 -5.741667  -0.406
C -6.405577 -2.802108 -4.871239  0.826
C -6.673338 -2.600989 -3.491141  -0.931
C -5.606409 -2.187558 -2.664835  -0.556
C -4.427863 -1.661584 -3.168676  0.340
C -4.255293 -1.609404 -4.560713  -0.561
C -5.156048 -2.284357 -5.360035  -0.568
C -3.405753 -1.081035 -2.265633  0.257
N -2.521461 -0.206270 -2.674131  -0.767
C -1.738613 0.088615 -1.598765  0.710
C -2.197668 -0.592475 -0.445449  -0.286
N -3.241494 -1.346323 -0.890828  -0.006
C -1.593547 -0.410364 0.814280  0.892
C -1.824495 -1.208159 1.994521  -0.678
C -1.118710 -0.921785 3.101828  -1.334
C -0.189530 0.127668 3.096861  -0.061
N 0.163490 0.766773 2.014595  0.016
C -0.612542 0.570894 0.890683  -0.150
C -0.158363 1.310814 -0.262912  -0.114
N 0.850454 2.164598 -0.052066  -0.193
C 1.291665 2.887120 -1.098094  -0.121
C 0.711785 2.784233 -2.381027  -1.025
C -0.281683 1.868795 -2.635205  -0.271
C -0.718493 1.069566 -1.585019  0.988
H -8.948502 -4.319100 -6.087127  0.250
H -9.148911 -2.950765 -5.003412  0.346
H -8.385492 -4.439657 -4.376358  0.357
H -7.528175 -3.037298 -3.082309  0.373
H -5.828524 -2.265424 -1.606252  0.201
H -3.410226 -1.150318 -5.021032  0.487
H -4.923568 -2.315244 -6.406127  0.416
H -3.886737 -1.928523 -0.352914  0.262
H -2.646923 -1.910157 1.969944  0.498
H -1.304627 -1.412971 4.035433  0.543
H 0.274159 0.397746 4.053978  0.510
H 2.163161 3.503628 -0.931391  0.241
H 0.964305 3.461776 -3.154897  0.517
H -0.545176 1.675464 -3.642879  0.601
C 2.134976 -0.669958 -2.193186  -0.779
N 2.189876 -1.186664 -0.783181  0.228
C 1.311664 -2.126934 -0.319279  -0.675
C 1.362519 -2.183031 1.038050  -0.554
N 2.378702 -1.276855 1.395046  0.668
C 2.918673 -0.686294 0.247630  0.138
S 4.093554 0.516025 0.092838  -0.300
C 2.806433 -1.085989 2.738229  -0.043
C 3.077960 -2.219852 3.511987  -0.783
C 3.212188 -2.024803 4.903500  -0.544
C 3.232511 -0.748781 5.458118  -0.941
C 3.003481 0.335839 4.553870  -0.326
N 2.758244 0.146257 3.237498  0.902
H 1.672878 0.342525 -2.111555  0.450
H 1.508606 -1.404030 -2.717634  0.290
H 3.146387 -0.552634 -2.641920  0.354
H 0.668671 -2.656347 -1.057196  0.381
H 0.813472 -2.749767 1.785397  0.691
H 3.279708 -3.153253 3.020377  0.589
H 3.325439 -2.889273 5.582405  0.438
H 3.417630 -0.625245 6.524657  0.453
H 3.009523 1.371067 4.889714  0.447
C 2.102920 3.543963 2.931290  -0.928
C 3.443799 3.713609 2.485302  -0.119
C 3.704224 4.087378 1.152353  0.342
C 4.986781 4.227603 0.628681  -0.805
C 6.094840 3.881845 1.387000  -0.504
C 5.863365 3.413228 2.699237  -0.717
C 4.572328 3.376565 3.252334  -0.306
H 1.357869 4.177917 2.418172  0.354
H 2.003600 3.543202 4.027885  0.447
H 2.798481 4.458349 0.616283  0.734
H 5.143012 4.487668 -0.411716  0.414
H 7.094727 3.887721 1.031749  0.454
H 6.758730 3.056583 3.294618  0.350
H 4.460734 3.091170 4.316299  0.468

Force components x, y, z for each atom (eV/Å):
-0.1372 0.5013 -0.1286
-0.1884 0.4224 -1.1557
-0.8388 -0.1329 0.2022
1.7583 1.4588 1.0946
2.4792 -0.5720 -1.3573
-1.3569 -0.0960 -0.3797
0.2703 0.4319 1.0318
-0.8592 -1.1833 0.2822
-0.7374 0.3703 0.2454
-0.3044 -0.1435 0.2161
0.4988 -0.2417 -0.0267
-1.1252 -0.3693 0.1963
0.4972 0.7444 -1.3231
-1.0849 -0.5492 -0.9317
-0.2718 -0.8431 1.0453
-0.7519 0.9624 -1.8078
-0.1460 0.4177 0.8839
0.3370 -0.3931 0.9001
-0.7836 0.3867 -0.3066
1.6895 -0.0921 -0.0339
-0.9643 -0.5130 -1.3592
1.2304 0.7084 -1.0965
-0.6627 -0.5629 -0.3062
-0.3036 0.1227 1.1124
0.9907 -0.2138 0.6446
0.2737 0.2687 2.6716
0.0775 -0.1517 0.3543
0.4463 -0.0440 0.0587
0.0149 -0.4067 0.2071
-1.2320 -0.2300 0.8010
0.2959 0.2486 0.1114
0.5221 0.2118 -0.0188
-0.2662 -0.2114 -0.4409
0.5452 0.3678 -0.2827
0.2351 -0.3295 0.1568
-0.1093 -0.2685 0.2903
0.0845 -0.1197 -0.5605
-0.1486 0.1042 -0.0655
0.7132 0.4272 -0.5515
-0.8219 0.0074 -0.7053
0.4247 0.3691 0.9839
0.6734 0.1288 -0.0306
-1.5168 -0.8641 -0.3142
0.6712 0.2104 -0.7204
0.4752 0.3129 -0.8314
-1.1753 -0.2636 -0.1140
-0.2000 0.5355 0.7392
-0.0268 -1.2412 0.8107
0.1659 1.4179 0.5724
0.2538 -0.6458 -0.0350
-0.5175 0.7915 -1.6332
0.4598 -1.0355 0.6495
0.2787 0.1679 0.6468
0.3070 -0.9591 -0.3989
0.2853 0.5714 -0.1336
-0.7304 -0.3755 0.4517
0.5395 0.4373 1.0039
0.2667 0.1600 -0.3775
-0.3525 -0.3870 0.0699
0.1059 0.4783 -0.6134
-0.1745 0.2680 -0.3762
-0.0428 -0.2511 -0.0528
-1.2115 -0.2715 0.6739
1.4896 0.6759 -0.4159
-1.2638 0.4621 -0.3231
0.5113 -0.5567 -0.3527
-1.3621 -0.6391 1.2790
0.5795 -0.1689 0.4838
1.0912 -0.6421 0.4349
0.2759 -0.1970 0.3484
-0.2299 -0.0576 -0.4798
0.9858 -0.2215 0.1492
-0.1896 0.3061 0.0711
0.5702 0.1949 -0.4970
-1.3147 0.6161 -0.6034
0.0321 0.1777 -0.7333